{
  "formula": "C5H8N2O2",
  "method": "ωB97M-V/def2-TZVPD",
  "symbols": ["C", "C", "C", "N", "O", "C", "N", "C", "O", "H", "H", "H", "H", "H", "H", "H", "H"],
  "xyz": [[0.13, -1.60, 1.24], [-0.07, -0.53, 0.18], [1.28, -0.10, -0.40], [1.90, 0.94, 0.17], [1.85, -0.80, -1.23], [-1.05, -0.95, -0.96], [-2.16, 0.00, -0.86], [-1.89, 0.78, 0.09], [-0.73, 0.61, 0.77], [-0.85, -1.98, 1.57], [0.71, -2.43, 0.82], [0.67, -1.20, 2.11], [1.34, 1.70, 0.54], [2.93, 0.91, 0.04], [-0.58, -0.89, -1.95], [-1.41, -1.97, -0.82], [-2.51, 1.61, 0.45]],
  "nbo_charge": [-0.616, 0.135, 0.648, -0.831, -0.620, -0.268, -0.457, 0.372, -0.514, 0.221, 0.237, 0.224, 0.418, 0.421, 0.231, 0.206, 0.192],
  "charge": 0,
  "homo_lumo_gap_ev": 10.43,
  "lumo_energy_ev": 0.75,
  "smiles": "C[C@@]1(C(N)=O)CN=CO1"
}